[1]
{
  "formula": "C26H32IrN4OS2Te",
  "method": "wB97M-V/def2-TZVPD",
  "homo_energy_ev": [-2.6315, -3.7717],
  "spin_multiplicity": 5,
  "total_charge": -1,
  "s_squared": 6.021,
  "gap_ev": [5.239, 5.871],
  "elements": ["Ir", "C", "N", "C", "C", "N", "C", "C", "C", "C", "C", "C", "C", "S", "C", "C", "C", "C", "C", "C", "S", "H", "H", "H", "H", "H", "H", "H", "H", "H", "H", "H", "H", "H", "H", "H", "H", "H", "H", "C", "C", "N", "C", "C", "C", "O", "C", "C", "C", "C", "N", "C", "H", "H", "H", "H", "H", "H", "H", "H", "H", "H", "H", "H", "H", "H", "Te"],
  "xyz": [[0.566, -0.332, 0.535], [-1.715, -2.551, 0.076], [-0.590, -2.545, 1.027], [-1.105, -2.649, 2.417], [-0.376, -1.812, 3.451], [-0.447, -0.379, 3.170], [-1.824, 0.092, 3.363], [0.485, 0.381, 3.984], [0.463, 0.204, 5.367], [1.289, 0.925, 6.211], [2.163, 1.854, 5.651], [2.192, 2.039, 4.278], [1.357, 1.318, 3.396], [1.467, 1.694, 1.681], [0.386, -3.590, 0.764], [-0.052, -4.822, 0.282], [0.832, -5.863, 0.044], [2.183, -5.665, 0.306], [2.626, -4.441, 0.789], [1.752, -3.365, 1.034], [2.390, -1.827, 1.587], [-2.420, -3.375, 0.262], [-1.327, -2.627, -0.935], [-2.254, -1.608, 0.163], [-1.037, -3.684, 2.744], [-2.166, -2.387, 2.409], [0.669, -2.098, 3.476], [-0.831, -2.039, 4.425], [-2.280, -0.351, 4.261], [-2.446, -0.155, 2.499], [-1.824, 1.166, 3.500], [-0.224, -0.517, 5.798], [1.256, 0.762, 7.283], [2.831, 2.428, 6.286], [2.882, 2.753, 3.837], [-1.107, -4.978, 0.081], [0.471, -6.809, -0.344], [2.897, -6.459, 0.115], [3.682, -4.271, 0.968], [1.892, 1.555, -4.610], [1.090, 2.617, -3.872], [-0.255, 2.815, -4.431], [-0.352, 3.123, -5.861], [-0.882, 1.962, -6.693], [-1.400, 2.943, -3.704], [-2.460, 3.279, -4.226], [-1.368, 2.696, -2.217], [-1.672, 3.744, -1.362], [-1.778, 3.476, -0.017], [-1.565, 2.180, 0.428], [-1.246, 1.161, -0.369], [-1.185, 1.434, -1.679], [2.818, 1.361, -4.065], [2.146, 1.867, -5.629], [1.342, 0.612, -4.651], [1.627, 3.570, -3.909], [1.003, 2.337, -2.827], [0.641, 3.417, -6.199], [-1.014, 3.977, -5.974], [-0.278, 1.065, -6.539], [-0.870, 2.211, -7.759], [-1.910, 1.744, -6.399], [-1.825, 4.741, -1.757], [-2.010, 4.254, 0.698], [-1.651, 1.952, 1.474], [-0.975, 0.585, -2.328], [1.322, -1.094, -1.764]]
}



[2]
{
  "formula": "C26H32N3O2",
  "method": "wB97M-V/def2-TZVPD",
  "homo_energy_ev": -9.5888,
  "total_charge": 1,
  "gap_ev": 5.227,
  "elements": ["C", "N", "C", "C", "C", "C", "C", "C", "C", "C", "C", "C", "N", "C", "C", "C", "C", "C", "C", "H", "H", "H", "H", "H", "H", "H", "H", "H", "H", "H", "H", "H", "H", "H", "H", "H", "H", "H", "H", "H", "C", "C", "O", "C", "C", "N", "C", "C", "C", "C", "C", "O", "H", "H", "H", "H", "H", "H", "H", "H", "H", "H", "H"],
  "xyz": [[-5.956, -2.128, 0.296], [-5.103, -2.023, 1.463], [-5.459, -2.859, 2.587], [-3.890, -1.388, 1.393], [-3.746, -0.211, 0.607], [-2.512, 0.366, 0.435], [-1.326, -0.243, 0.942], [-0.080, 0.396, 0.772], [1.171, -0.253, 0.877], [2.251, 0.446, 1.481], [3.423, -0.208, 1.795], [3.706, -1.486, 1.233], [4.952, -2.056, 1.369], [5.618, -2.151, 2.649], [5.540, -2.824, 0.295], [2.672, -2.147, 0.521], [1.402, -1.600, 0.456], [-1.486, -1.424, 1.733], [-2.742, -1.888, 2.069], [-5.714, -1.330, -0.408], [-5.833, -3.094, -0.221], [-7.000, -2.037, 0.614], [-5.119, -2.403, 3.527], [-6.551, -2.939, 2.608], [-5.030, -3.872, 2.531], [-4.631, 0.258, 0.168], [-2.425, 1.314, -0.103], [-0.074, 1.474, 0.639], [2.074, 1.476, 1.797], [4.191, 0.287, 2.391], [5.267, -1.367, 3.331], [5.413, -3.131, 3.115], [6.699, -2.060, 2.488], [5.337, -2.350, -0.673], [6.620, -2.860, 0.454], [5.156, -3.851, 0.272], [2.874, -3.125, 0.079], [0.558, -2.194, 0.090], [-0.593, -1.904, 2.134], [-2.852, -2.695, 2.795], [4.481, 2.037, -1.176], [3.251, 2.900, -1.158], [2.114, 2.038, -1.366], [0.984, 2.771, -1.607], [-0.132, 1.927, -1.850], [-1.297, 2.391, -2.442], [-1.596, 3.734, -2.630], [-2.788, 4.101, -3.220], [-3.713, 3.136, -3.603], [-3.408, 1.791, -3.389], [-2.234, 1.431, -2.782], [1.005, 4.010, -1.581], [5.340, 2.610, -0.814], [4.403, 1.150, -0.546], [4.706, 1.718, -2.201], [3.142, 3.429, -0.202], [3.314, 3.631, -1.971], [0.000, 0.857, -1.841], [-0.821, 4.443, -2.363], [-2.953, 5.161, -3.419], [-4.633, 3.417, -4.101], [-4.053, 0.991, -3.730], [-1.914, 0.408, -2.610]]
}



[3]
{
  "formula": "C26H32N3O7V",
  "method": "wB97M-V/def2-TZVPD",
  "homo_energy_ev": [-9.6665, -9.7284],
  "spin_multiplicity": 2,
  "total_charge": 1,
  "s_squared": 0.791,
  "gap_ev": [6.763, 6.680],
  "elements": ["V", "C", "C", "O", "C", "C", "O", "C", "C", "O", "C", "C", "O", "C", "C", "O", "H", "H", "H", "H", "H", "H", "H", "H", "H", "H", "H", "H", "H", "H", "H", "H", "H", "H", "H", "H", "C", "O", "C", "C", "C", "C", "C", "C", "N", "N", "C", "C", "C", "C", "O", "C", "N", "C", "C", "C", "C", "H", "H", "H", "H", "H", "H", "H", "H", "H", "H", "H", "H"],
  "xyz": [[-2.117, -0.026, 1.052], [-3.998, 0.658, -0.833], [-5.173, 1.026, 0.045], [-4.774, 1.221, 1.392], [-4.803, 2.530, 1.934], [-3.628, 3.360, 1.488], [-2.378, 2.674, 1.666], [-1.740, 2.812, 2.931], [-1.516, 1.460, 3.548], [-0.884, 0.546, 2.611], [0.478, 0.815, 2.197], [0.541, 1.545, 0.847], [-0.642, 1.266, 0.094], [-0.819, 2.125, -1.045], [-2.042, 1.726, -1.832], [-3.216, 1.822, -1.014], [-4.330, 0.235, -1.783], [-3.427, -0.161, -0.352], [-5.896, 0.211, 0.028], [-5.638, 1.925, -0.369], [-4.791, 2.388, 3.016], [-5.732, 3.047, 1.673], [-3.607, 4.316, 2.017], [-3.699, 3.555, 0.423], [-2.322, 3.426, 3.622], [-0.784, 3.317, 2.766], [-2.458, 0.976, 3.793], [-0.902, 1.530, 4.446], [0.946, -0.161, 2.125], [0.978, 1.396, 2.969], [1.408, 1.194, 0.288], [0.620, 2.626, 0.976], [0.058, 2.042, -1.691], [-0.910, 3.150, -0.679], [-1.932, 0.715, -2.217], [-2.144, 2.429, -2.660], [6.365, 0.498, -3.048], [5.419, 0.519, -1.982], [4.960, -0.670, -1.537], [5.356, -1.901, -2.038], [4.799, -3.061, -1.509], [3.834, -3.013, -0.521], [3.480, -1.769, 0.015], [4.037, -0.616, -0.484], [3.312, -4.293, -0.126], [2.289, -4.399, 0.585], [1.130, -3.605, 0.476], [0.359, -3.531, 1.607], [-0.654, -2.554, 1.727], [-0.956, -1.685, 0.710], [-3.123, -0.805, 1.950], [-0.310, -1.916, -0.547], [-0.758, -1.186, -1.615], [-0.250, -1.425, -2.796], [0.717, -2.420, -3.048], [1.188, -3.143, -1.995], [0.704, -2.884, -0.693], [6.593, 1.535, -3.267], [5.943, 0.022, -3.934], [7.278, -0.019, -2.750], [6.095, -1.974, -2.821], [5.104, -4.032, -1.882], [2.794, -1.725, 0.852], [3.801, 0.356, -0.068], [0.609, -4.182, 2.435], [-1.190, -2.484, 2.667], [-0.629, -0.824, -3.621], [1.061, -2.603, -4.057], [1.910, -3.931, -2.159]]
}



Across the entries above, E takes the values -2472.9676, -1324.3851, -2644.5355 a.u., respectively.
Across the entries above, energy above the lowest of the compared OMol25 structures with the same formula, charge and spin takes the values 0.8244, 2.6177, 1.8189 eV, respectively.